{
  "formula": "C15H17BrClN3O6P",
  "method": "ωB97M-V/def2-TZVPD",
  "total_charge": 1,
  "relative_energy_kcal_mol": 372.0,
  "homo_energy_ha": -0.4179,
  "orbital_gap_ev": 6.92,
  "smiles": "CC(=O)OC(=O)CN(CC(=O)Cl)C1=[NH+][C@@H](P(O)Br)O[C@H](c2ccccc2)N1",
  "symbols": ["H", "C", "H", "C", "H", "O", "C", "H", "H", "O", "H", "N", "C", "H", "H", "H", "H", "H", "H", "C", "C", "N", "Cl", "O", "C", "C", "C", "C", "O", "H", "Br", "H", "C", "H", "C", "C", "H", "O", "O", "H", "N", "P", "C", "C"],
  "coordinates": [[0.136, -3.789, 2.341], [-0.390, 0.778, -1.026], [-0.661, -1.144, 1.474], [-0.119, -5.003, -1.952], [-0.300, -2.635, -2.400], [-0.885, 4.983, 0.559], [-0.075, -2.888, 0.075], [-0.167, -5.343, -3.095], [-1.890, -0.730, -0.654], [1.285, -0.811, 0.424], [-1.348, 4.047, -1.880], [-0.866, -0.597, -0.682], [-2.563, 1.959, -0.644], [-4.583, 0.707, 2.811], [-3.947, 0.537, 4.664], [0.080, -7.321, -1.081], [1.585, 1.599, -0.811], [-3.059, 2.841, -1.278], [1.565, -1.263, -1.748], [1.733, -0.443, -0.930], [-2.804, 2.426, 0.945], [1.104, 0.886, -1.403], [1.660, 3.982, 0.729], [4.386, -1.718, -1.384], [0.028, -6.166, -0.801], [0.073, -4.077, 1.207], [0.101, -5.692, 0.791], [-0.022, 4.130, -0.032], [-1.845, 2.148, 2.023], [0.328, 3.265, -2.223], [4.300, 1.407, -2.382], [3.674, -2.112, -1.981], [-0.117, -1.257, 0.445], [-4.226, 2.262, 3.816], [-2.357, 1.196, 3.014], [-0.517, 3.328, -1.414], [-3.169, 1.000, -0.929], [-3.944, 3.144, 1.149], [-1.466, 0.287, 3.500], [0.191, -6.562, 1.585], [-1.104, 1.948, -1.045], [3.662, -0.186, -0.849], [-0.186, -3.419, -1.507], [-3.863, 1.136, 3.654]],
  "nbo_charge": [0.25, 0.75, 0.27, -0.23, 0.23, -0.47, -0.10, 0.26, 0.43, -0.51, 0.29, -0.63, -0.33, 0.25, 0.29, 0.26, 0.42, 0.29, 0.22, -0.09, 0.75, -0.61, 0.02, -0.91, -0.20, -0.20, -0.21, 0.47, -0.54, 0.29, -0.22, 0.48, 0.22, 0.27, 0.77, -0.32, 0.27, -0.49, -0.55, 0.26, -0.40, 1.01, -0.27, -0.73]
}

{
  "formula": "C24H48AlK2O22P",
  "method": "ωB97M-V/def2-TZVPD",
  "total_charge": 2,
  "homo_energy_ha": -0.5219,
  "orbital_gap_ev": 3.55,
  "symbols": ["O", "H", "H", "H", "C", "H", "O", "O", "C", "C", "C", "H", "C", "O", "H", "O", "C", "K", "C", "H", "H", "H", "C", "H", "C", "H", "H", "O", "C", "H", "H", "H", "H", "O", "O", "O", "H", "C", "H", "C", "H", "C", "O", "H", "C", "H", "H", "H", "H", "H", "H", "C", "H", "O", "Al", "C", "O", "H", "O", "H", "H", "O", "H", "C", "O", "O", "O", "H", "C", "H", "C", "O", "O", "H", "P", "H", "H", "H", "H", "H", "O", "C", "H", "O", "H", "H", "H", "O", "H", "C", "C", "H", "H", "H", "C", "K", "H", "C"],
  "coordinates": [[0.432, -4.156, -1.631], [0.604, -1.670, 0.922], [5.200, -4.684, 0.944], [-2.221, 0.886, 1.395], [2.841, 3.084, -5.155], [0.066, -2.807, -3.117], [2.231, 0.456, 0.106], [-1.590, 1.806, -2.426], [-3.572, -4.322, 0.465], [-4.421, -7.372, 2.172], [-3.199, -0.762, 7.037], [-3.407, -7.546, 2.540], [3.234, 5.943, -1.677], [2.473, 4.715, 0.253], [3.728, -5.749, 0.896], [0.598, 3.855, 0.890], [-2.039, 0.036, 6.474], [-4.199, 2.664, -2.530], [-4.457, -6.470, 0.948], [-2.868, -1.451, 7.808], [-2.043, 6.746, -3.138], [3.625, 3.505, -5.779], [-0.324, 2.770, 0.762], [-3.747, -1.280, 6.248], [1.529, 3.856, -0.067], [-2.337, 6.158, -4.892], [6.761, 0.479, -0.001], [-2.109, -0.796, 3.812], [-1.237, 4.763, -3.598], [6.566, -0.089, 1.669], [-3.555, -0.107, 1.971], [-3.169, 5.514, -3.549], [3.318, -3.067, 0.776], [-3.574, 0.309, -1.638], [-3.721, -5.318, 1.302], [-2.403, 0.802, 5.350], [-0.379, -4.412, -3.512], [2.647, 0.098, 1.189], [-2.266, -2.515, -0.627], [-2.196, 5.929, -3.838], [-1.193, 4.630, -2.512], [4.843, 1.008, 0.900], [2.157, -4.127, -0.383], [-4.822, -8.374, 2.023], [-2.529, -2.227, 0.391], [3.334, 2.901, -4.196], [-1.704, 3.852, -3.985], [-1.971, -1.438, 0.878], [-3.542, -1.806, 0.346], [-1.063, 2.981, -0.015], [4.374, 5.231, 0.028], [-2.429, 0.322, 4.122], [-4.944, -6.918, 3.014], [0.421, 2.647, -4.060], [1.148, 0.555, -2.660], [0.666, -0.981, 1.767], [-2.743, -3.460, 1.099], [2.473, 2.145, -5.560], [3.859, 0.268, 1.641], [-5.516, -6.296, 0.741], [3.865, 3.894, -1.011], [1.852, 4.076, -4.960], [5.748, -0.880, 0.388], [4.320, -4.994, 0.385], [0.040, 4.905, -4.175], [1.569, 3.117, -1.020], [-1.589, -0.519, -3.094], [4.352, 1.316, -0.028], [1.400, -3.370, -1.124], [4.062, -3.427, -0.917], [-3.121, 0.890, 2.010], [1.997, -0.624, 2.094], [1.564, -2.198, -1.391], [2.824, 5.535, -2.597], [-2.029, 0.395, -1.953], [-1.706, 0.619, 7.331], [-4.004, -6.929, 0.067], [0.223, 1.866, 0.475], [2.558, 6.711, -1.304], [-1.446, -3.636, -2.423], [-1.059, 0.094, -0.776], [3.505, -3.764, -0.045], [-3.872, 0.014, 7.412], [-3.997, -4.240, -0.660], [4.701, -5.372, -0.565], [5.077, 1.976, 1.345], [0.203, -1.463, 2.624], [-2.698, 1.341, 3.301], [0.038, -0.133, 1.491], [6.045, 0.113, 0.734], [0.711, 3.788, -4.377], [-0.773, 2.609, 1.738], [-1.237, -0.662, 6.216], [-3.901, 1.528, 1.604], [3.592, 4.883, -0.644], [-4.228, -0.970, -3.917], [4.155, 6.493, -1.888], [-0.389, -3.699, -2.683]],
  "lowdin_charge": [0.02, 0.08, 0.08, 0.06, -0.02, 0.08, 0.02, -0.25, -0.60, -0.06, -0.06, 0.08, -0.04, 0.05, 0.09, 0.05, -0.22, 0.91, -0.21, 0.09, 0.09, 0.11, -0.03, 0.08, -0.60, 0.10, 0.08, 0.13, -0.23, 0.09, 0.09, 0.06, 0.13, -0.54, 0.05, 0.06, 0.10, -0.59, 0.07, -0.03, 0.13, -0.19, 0.06, 0.08, -0.04, 0.10, 0.10, 0.06, 0.10, 0.09, 0.13, -0.60, 0.08, -0.02, 1.27, -0.03, 0.02, 0.10, 0.06, 0.13, 0.11, 0.03, 0.07, -0.04, 0.11, 0.05, -0.28, 0.11, -0.59, 0.13, -0.04, 0.05, 0.03, 0.06, -0.06, 0.13, 0.13, 0.06, 0.09, 0.08, -0.13, -0.18, 0.08, 0.12, 0.08, 0.13, 0.10, 0.02, 0.06, -0.05, -0.57, 0.10, 0.12, 0.10, -0.17, 0.94, 0.09, -0.04]
}

{
  "formula": "C24H25N7O3Pd",
  "method": "ωB97M-V/def2-TZVPD",
  "total_charge": 2,
  "relative_energy_kcal_mol": 5.4,
  "homo_energy_ha": -0.4865,
  "orbital_gap_ev": 5.14,
  "symbols": ["H", "C", "C", "H", "C", "H", "H", "H", "H", "C", "H", "H", "C", "N", "C", "Pd", "H", "N", "H", "C", "C", "H", "C", "H", "C", "O", "H", "C", "H", "H", "H", "N", "C", "H", "H", "H", "C", "H", "C", "H", "H", "C", "C", "C", "C", "C", "O", "C", "C", "C", "C", "N", "H", "C", "N", "N", "O", "N", "H", "H"],
  "coordinates": [[-1.554, -2.195, -1.497], [-3.791, -1.539, 0.126], [-0.485, 3.398, 0.752], [-0.942, -0.911, 1.234], [-1.932, -0.464, 1.362], [-2.586, 1.686, -3.458], [-2.446, -1.014, 2.145], [-3.540, 0.311, -4.013], [-4.841, 0.728, -0.644], [-2.347, 0.150, -0.952], [-4.671, -1.212, 0.680], [4.092, 1.864, 3.087], [1.691, -2.576, -1.757], [0.339, 2.534, 1.357], [-1.427, 4.041, 1.526], [0.730, -0.232, -0.540], [2.778, -4.002, -2.889], [0.509, -2.089, -1.391], [-4.777, 1.736, -2.090], [1.792, -3.649, -2.623], [-0.602, -3.711, -2.701], [6.368, 0.918, 3.088], [4.341, 1.045, 2.424], [-2.095, 4.757, 1.069], [-1.499, 3.776, 2.893], [1.708, 0.816, 3.996], [-0.629, 2.645, 4.546], [4.920, -1.061, 0.736], [-2.236, 4.286, 3.499], [6.861, -1.009, 1.596], [-0.335, 3.546, -0.308], [-1.116, 0.631, -1.035], [2.915, -1.939, -1.159], [-5.327, 0.061, -2.213], [-1.813, 0.571, 1.690], [5.173, -1.884, 0.095], [1.433, 1.797, 0.720], [-1.531, -4.143, -3.044], [0.301, 2.267, 2.676], [0.673, -5.061, -3.786], [-4.079, -1.765, -0.896], [1.416, 1.307, 2.960], [0.627, -4.222, -3.105], [-4.626, 0.725, -1.707], [5.610, 0.514, 2.433], [3.621, -0.521, 0.677], [1.664, 1.861, -0.469], [-0.626, -2.629, -1.845], [5.878, -0.556, 1.592], [-0.618, 2.868, 3.487], [-2.770, 0.617, -3.307], [-2.730, -0.529, 0.147], [-0.999, 1.228, -1.842], [3.371, 0.526, 1.576], [2.620, -1.026, -0.172], [2.061, 1.113, 1.703], [4.003, -2.305, -1.539], [-3.243, 0.318, -1.960], [-1.864, 0.056, -3.525], [-3.419, -2.453, 0.589]],
  "nbo_charge": [0.21, -0.42, 0.14, 0.20, -0.40, 0.20, 0.24, 0.24, 0.22, 0.67, 0.22, 0.22, 0.14, -0.32, -0.22, 0.93, 0.28, -0.42, 0.22, -0.18, -0.23, 0.24, -0.20, 0.27, -0.06, -0.40, 0.29, -0.21, 0.27, 0.24, 0.27, -0.90, 0.62, 0.22, 0.19, 0.27, 0.79, 0.25, 0.15, 0.25, 0.23, 0.66, -0.11, -0.41, -0.21, 0.13, -0.51, 0.05, -0.15, -0.17, -0.43, -0.42, 0.39, 0.10, -0.62, -0.46, -0.55, -0.42, 0.22, 0.22]
}

{
  "formula": "C17H36CeCl2O2Si2",
  "method": "ωB97M-V/def2-TZVPD",
  "total_charge": -2,
  "homo_energy_ha": [0.0084, 0.0247],
  "orbital_gap_ev": [4.20, 3.76],
  "symbols": ["H", "H", "C", "C", "H", "C", "C", "C", "H", "H", "H", "H", "H", "C", "C", "H", "H", "Ce", "C", "H", "Si", "H", "H", "H", "O", "C", "C", "C", "H", "Cl", "H", "H", "H", "C", "H", "H", "C", "H", "C", "H", "H", "H", "H", "H", "Si", "C", "C", "O", "H", "H", "H", "H", "H", "H", "H", "H", "Cl", "C", "H", "H"],
  "coordinates": [[1.943, 3.425, 2.702], [-3.406, 0.839, 0.949], [1.090, -4.442, 0.413], [1.703, -2.809, -1.469], [-1.778, -3.882, 0.384], [-2.346, 3.939, 1.801], [-0.627, 2.057, 3.627], [2.386, 3.075, 1.756], [3.197, 3.781, 1.503], [3.664, -2.026, -1.704], [3.566, -3.764, -2.036], [2.153, -1.578, -4.129], [3.487, -3.184, -0.363], [-1.398, -1.900, -3.220], [3.161, -2.953, -1.388], [1.519, -5.404, 0.081], [-2.390, -1.975, -2.775], [-0.934, -0.674, 1.116], [0.999, -1.992, -2.390], [2.902, 3.041, -1.506], [-1.551, 2.275, 2.000], [0.840, -0.450, -3.820], [2.839, 2.088, 1.946], [-2.630, -3.144, -1.005], [-1.604, -0.375, -0.887], [0.749, 4.815, -0.046], [-0.527, -3.232, -1.201], [-2.906, 0.970, 1.934], [-1.391, 2.244, 4.400], [1.792, -0.643, 0.694], [-1.980, -4.793, -1.128], [1.820, -3.983, 1.089], [-3.012, -2.524, 1.892], [-0.367, -2.314, -2.288], [0.195, 2.778, 3.750], [0.196, -4.676, 0.995], [-0.344, 2.036, 0.635], [-2.789, 4.025, 0.795], [-1.782, -3.782, -0.716], [1.378, 2.334, -2.095], [0.004, 4.861, -0.861], [-2.703, -0.079, 2.315], [-1.192, -0.906, -3.633], [2.474, 1.357, -1.102], [1.197, 3.036, 0.300], [0.757, -3.538, -0.695], [2.065, 2.373, -1.234], [-2.645, -1.872, 1.242], [-0.852, 1.892, -0.366], [-1.414, -2.595, -4.081], [-3.648, 1.320, 2.672], [-1.620, 4.755, 1.942], [1.694, 5.297, -0.355], [2.329, -0.377, -2.842], [-2.556, -0.384, -1.024], [-3.136, 3.982, 2.571], [-0.331, -1.654, 3.505], [1.609, -1.053, -3.329], [0.358, 5.312, 0.855], [-0.208, 1.048, 3.827]],
  "lowdin_charge": [0.00, 0.07, -0.08, -0.32, 0.06, -0.20, -0.17, -0.20, 0.01, 0.06, 0.07, 0.06, 0.06, -0.10, -0.11, 0.06, 0.05, 0.28, -0.27, 0.01, 0.29, 0.06, 0.02, 0.06, -0.34, -0.22, -0.27, -0.22, 0.02, 0.10, 0.07, 0.06, 0.05, -0.28, 0.01, 0.06, -0.42, 0.04, -0.10, 0.03, 0.03, -0.01, 0.07, -0.01, 0.34, -0.29, -0.20, -0.44, 0.01, 0.07, 0.06, 0.02, 0.01, 0.06, 0.02, 0.01, -0.03, -0.08, 0.01, 0.00]
}

{
  "formula": "C6H16N2",
  "method": "ωB97M-V/def2-TZVPD",
  "total_charge": 0,
  "relative_energy_kcal_mol": 16.3,
  "homo_energy_ha": -0.3181,
  "orbital_gap_ev": 9.74,
  "smiles": "CC(C)[C@@H](N)CCN",
  "symbols": ["H", "H", "H", "H", "C", "H", "C", "H", "H", "C", "C", "H", "H", "C", "H", "N", "H", "N", "H", "H", "H", "C", "H", "H"],
  "coordinates": [[-0.136, -1.957, -1.389], [0.256, 0.250, 2.575], [3.268, -0.866, -2.076], [-1.387, -0.807, -1.647], [1.581, 0.296, -1.969], [1.162, 1.379, -0.096], [-0.443, 0.961, 2.133], [-0.196, 1.468, -1.266], [1.062, -0.315, -2.712], [-1.188, 0.311, 0.974], [-0.092, -0.368, -0.128], [0.107, 1.846, 1.820], [-1.136, 1.270, 2.917], [-2.129, -0.769, 1.490], [-1.565, -1.533, 2.025], [2.633, -0.502, -1.373], [1.938, 1.196, -2.496], [-0.771, -1.277, -0.995], [-1.791, 1.071, 0.465], [-2.882, -0.357, 2.164], [-2.654, -1.237, 0.661], [0.539, 0.820, -0.789], [0.649, -0.937, 0.437], [3.177, 0.057, -0.725]],
  "nbo_charge": [0.38, 0.20, 0.36, 0.36, -0.21, 0.20, -0.61, 0.20, 0.18, -0.20, -0.04, 0.20, 0.21, -0.61, 0.20, -0.85, 0.16, -0.86, 0.18, 0.20, 0.22, -0.42, 0.20, 0.35]
}

| no. | molecular weight (g/mol) |
| --- | --- |
| 1 | 481.6 |
| 2 | 824.8 |
| 3 | 565.9 |
| 4 | 539.7 |
| 5 | 116.2 |